1.
H6O3Rb | ωB97M-V/def2-TZVPD

The net charge is +1. Its energy above the lowest of the compared OMol25 structures with the same formula, charge and spin is 12.4 kcal per mole. Its strongest force on any atom is 1.03 eV Å⁻¹. The total energy is -6890.348 eV.

Last column: natural (NBO) charge in e.
Cartesian coordinates (Å):
Rb1 6.986 -9.551 26.696  0.99
O1 7.959 -8.083 24.370  -0.98
H1 8.834 -8.291 24.041  0.48
H2 7.611 -7.450 23.743  0.50
O2 9.877 -8.439 26.915  -0.98
H3 9.659 -9.325 26.623  0.46
H4 10.571 -8.155 26.319  0.48
O3 9.406 -10.789 26.044  -0.97
H5 9.938 -10.893 25.255  0.51
H6 9.754 -11.439 26.655  0.51


2.
C3H7NO | ωB97M-V/def2-TZVPD

Its SMILES is CCC(N)=O. Its energy above the lowest of the compared OMol25 structures with the same formula, charge and spin is 2.3 kcal per mole. Its strongest force on any atom is 0.50 eV Å⁻¹. The total energy is -6762.651 eV.

Last column: natural (NBO) charge in e.
Cartesian coordinates (Å):
C1 -1.458 -0.185 0.889  -0.62
C2 -0.295 0.500 0.180  -0.51
C3 0.789 -0.463 -0.285  0.68
N1 1.782 0.118 -1.035  -0.83
O1 0.863 -1.625 0.048  -0.61
H1 -1.223 -1.218 1.135  0.24
H2 -1.741 0.340 1.800  0.21
H3 -2.321 -0.183 0.225  0.21
H4 0.227 1.251 0.778  0.23
H5 -0.627 1.025 -0.718  0.21
H6 1.600 0.974 -1.531  0.38
H7 2.404 -0.535 -1.486  0.40